C20H30NO17PV | the ωB97M-V functional and the def2-TZVPD basis

As for the total charge: -2. The expectation value of S² is 0.7674. The calculated total energy is -3399.1915 Eh. The HOMO energy (alpha / beta) comes out at -1.27 / -1.24 eV. Its frontier orbital gap (alpha / beta) is 4.114 / 4.085 eV. The spin multiplicity is 2.

Last column: Löwdin spin population.
CARTESIAN COORDINATES (ANGSTROEM)
1 C -12.53159 16.62986 15.78740  0.00
2 O -21.23260 19.99325 13.49188  0.42
3 H -17.94734 17.51337 20.13931  0.00
4 C -21.50787 25.29411 15.35806  0.00
5 C -11.19099 16.42283 16.36509  0.00
6 O -16.63155 19.26674 15.57284  0.00
7 H -16.86376 18.87505 19.76399  0.00
8 H -19.65694 18.34001 18.47822  0.00
9 O -17.27884 21.89599 15.98608  0.01
10 C -14.45907 21.64201 19.74820  0.00
11 O -14.21590 18.99273 17.76133  0.00
12 H -9.43958 16.31267 17.87903  0.00
13 O -17.76259 20.20642 13.09252  0.02
14 O -19.86867 21.27005 15.51460  -0.02
15 O -17.83954 26.15636 14.40277  0.00
16 H -16.88128 22.13130 13.07590  0.00
17 H -17.05622 22.15506 10.85251  0.00
18 H -12.53803 16.15647 14.81669  0.00
19 H -17.58090 26.90339 12.37604  0.00
20 O -10.39528 15.63015 15.92678  0.00
21 H -21.99941 26.08070 14.78555  0.00
22 H -15.17024 18.17031 15.94641  0.00
23 O -14.73081 20.73910 23.22256  0.00
24 N -19.53525 23.94775 15.29643  0.00
25 H -11.80540 18.76988 18.95256  0.00
26 O -9.92995 17.04083 18.26752  0.00
27 C -15.83262 22.00718 19.38945  0.00
28 C -16.75763 21.11026 12.71496  0.00
29 H -13.71260 21.71477 18.97110  0.00
30 C -16.53524 21.24447 11.14832  0.00
31 H -19.96692 23.04673 15.14838  0.00
32 O -19.44333 19.07279 14.88219  0.41
33 C -17.90065 18.53909 19.77351  0.00
34 C -13.42917 17.51536 16.13074  0.00
35 H -19.19079 26.73793 15.83823  0.00
36 O -12.81443 20.73250 21.17434  0.00
37 P -20.64669 20.05975 14.98983  -0.04
38 C -15.08049 20.96997 22.06479  0.00
39 C -16.81272 21.74305 20.48262  0.00
40 H -17.94736 18.11227 17.83422  0.00
41 O -18.10730 21.86359 20.03285  0.00
42 C -16.42028 21.30298 21.66540  0.00
43 C -17.51536 25.99678 12.97758  0.00
44 H -15.53186 21.57272 10.87708  0.00
45 H -18.43486 19.16139 20.49147  0.00
46 O -16.02810 22.64842 18.36016  0.00
47 C -18.63161 18.70776 18.43861  0.00
48 C -19.14930 26.41791 14.79711  0.00
49 H -16.52625 25.53878 12.97984  0.00
50 H -18.22196 21.61591 19.11245  0.00
51 H -15.87196 20.83389 13.28706  0.00
52 O -14.56010 17.63803 15.43065  0.00
53 H -18.17185 25.20925 12.60755  0.00
54 H -17.10864 21.13182 22.47981  0.00
55 C -13.35013 18.34117 17.34048  0.00
56 H -19.46132 23.92318 16.30342  0.00
57 H -18.63323 24.01976 14.84779  0.00
58 H -22.20570 24.45685 15.37051  0.00
59 H -12.73112 20.47137 22.09438  0.00
60 O -18.65132 20.02130 17.89370  0.00
61 O -21.50593 19.78466 16.23065  0.21
62 V -17.80470 20.35724 15.65761  -0.03
63 H -20.19527 24.91421 13.61199  0.00
64 C -12.01531 18.18253 18.07088  0.00
65 C -20.14725 25.14237 14.67677  0.00
66 H -21.28274 25.79647 16.29883  0.00
67 C -11.06005 17.28491 17.59518  0.00
68 C -14.10649 21.08937 20.95977  0.00
69 H -16.77551 20.35264 10.56951  0.00
70 H -19.68933 27.24823 14.34209  0.00

Cartesian forces, eV/Å:
C 3.49 -1.83 -1.93
O 0.68 0.63 3.31
H 0.03 -0.22 -0.12
C 0.45 2.33 -1.25
C -3.86 1.67 0.35
O 0.11 0.58 0.88
H 0.09 -0.02 -0.32
H -0.01 -0.45 0.02
O -0.10 -2.18 -0.90
C 0.93 -1.64 1.53
O -3.01 2.13 1.03
H -0.07 -0.24 -0.57
O 0.59 1.82 0.82
O 1.15 3.46 -1.48
O 0.31 0.48 -0.61
H -0.62 0.86 0.11
H -0.92 -0.38 -0.46
H -0.86 -0.29 -0.11
H -0.04 0.13 0.29
O 1.19 -0.12 0.50
H -0.46 0.13 -0.03
H -1.45 1.25 -0.10
O 0.04 -0.37 -0.73
N 1.29 2.02 -0.71
H -0.15 -0.04 0.13
O 0.50 0.72 1.13
C 1.72 1.37 -0.68
C -0.45 -1.55 0.00
H 0.05 0.16 -0.02
C 0.26 0.67 1.13
H -0.45 -2.59 -0.79
O 0.24 -0.91 0.30
C -1.08 0.97 0.77
C -3.26 0.47 -0.97
H 0.72 -0.33 0.33
O -0.21 0.08 -0.13
P -0.76 -1.07 0.24
C 0.40 1.17 -0.12
C -2.93 -0.29 -3.75
H -0.68 -0.67 -0.93
O 1.50 0.58 3.49
C -0.92 -0.30 2.21
C -0.74 -1.13 1.43
H 0.68 -0.43 0.29
H 0.11 0.10 0.51
O -0.52 -0.98 1.71
C 1.56 1.09 -1.08
C -2.13 -1.37 0.42
H 0.04 0.43 -0.05
H 0.10 -0.95 -1.67
H 1.02 -0.27 -0.47
O 1.83 -0.86 0.22
H -0.11 0.18 -0.50
H -0.50 -0.01 -0.18
C 4.97 -1.95 0.92
H 0.51 0.43 0.51
H 1.13 -1.50 0.70
H 0.65 -0.25 0.27
H -0.13 -0.11 0.48
O 1.28 -0.10 -0.50
O -1.07 -1.14 -2.01
V -2.09 1.14 -0.14
H -0.36 -0.16 0.02
C 1.26 -1.64 -1.83
C -0.14 -0.05 0.62
H -0.46 -0.61 0.54
C -0.66 0.83 1.09
C 0.34 0.85 -2.36
H -0.31 0.12 0.14
H 0.29 0.14 -0.94



C27H31Cl2F6N5O2ReSSb | the ωB97M-V functional and the def2-TZVPD basis

As for the total charge: +2. The calculated total energy is -3707.6571 Eh. The HOMO energy comes out at -14.03 eV. Its frontier orbital gap is 6.242 eV.

Last column: Löwdin charge in e.
CARTESIAN COORDINATES (ANGSTROEM)
1 C -6.49150 -3.46156 2.92942  -0.06
2 H -1.56529 2.18417 3.04372  0.10
3 C 5.39133 0.25153 2.17928  -0.06
4 Sb -2.43155 -4.27812 -1.38266  1.52
5 H 0.65413 -0.52804 -3.86704  0.13
6 H 3.01785 1.61743 -1.12830  0.08
7 C 5.36655 -0.07155 0.69322  -0.17
8 C -1.39499 2.07061 -3.79816  -0.04
9 C -1.41174 2.17622 -5.17671  -0.04
10 C -4.33508 -2.58871 2.28940  -0.37
11 O 0.77213 2.85355 -0.96950  0.09
12 H 6.13965 0.48493 0.16288  0.12
13 C 0.72585 3.28996 -5.12174  -0.03
14 F -2.99739 -2.22987 -1.41755  -0.45
15 H -2.24228 1.58931 -3.32253  0.11
16 N -3.56797 -1.95009 1.39076  -0.19
17 C 0.65361 -0.83740 -0.07427  -0.05
18 H 5.18499 1.30510 2.36701  0.07
19 C -5.90823 -3.94983 4.09353  0.01
20 C 1.86863 -0.46794 -2.08382  0.05
21 C 0.67837 -0.58711 -2.78815  0.00
22 F -1.52516 -3.32786 0.13607  -0.42
23 C -0.20292 2.50345 -1.60325  -0.35
24 H 0.15519 1.04866 4.33974  0.13
25 H 6.37803 0.02451 2.58281  0.09
26 N -1.30922 1.95752 -0.90973  0.13
27 H -2.10831 1.65207 -1.44115  0.11
28 F -3.85824 -4.38956 -0.18931  -0.31
29 C -0.31276 2.57433 -3.07082  -0.16
30 H 1.57365 3.58410 -3.16987  0.13
31 H 5.56018 -1.13297 0.54345  0.13
32 H 1.90033 1.23544 1.81099  0.05
33 H 2.27918 0.22298 3.19098  0.08
34 C 3.09146 -0.64063 0.18449  -0.44
35 C 1.86053 -0.57526 -0.69956  -0.08
36 N -0.51076 2.28371 1.23908  0.09
37 H 2.79909 -0.32122 -2.61626  0.14
38 C 4.02618 1.48909 -0.74416  -0.20
39 C 0.27737 1.04999 3.25507  -0.22
40 C -0.52899 2.22012 2.71606  -0.16
41 H -0.10792 3.16858 3.04810  0.14
42 C 1.75307 1.12693 2.89037  -0.08
43 Re -2.37670 -1.36694 0.31411  1.39
44 F -3.50012 -4.58299 -2.85310  -0.28
45 N 4.09183 0.24209 0.02252  -0.04
46 H 4.26246 3.61094 -0.52120  0.09
47 H 0.25136 2.77855 0.77103  0.14
48 O 3.10359 -1.54391 1.00843  0.08
49 H -0.17112 0.11612 2.90347  0.08
50 H 1.54404 3.77161 -5.63926  0.12
51 H 0.63331 -1.00957 0.99577  0.12
52 Cl -2.09856 -2.84642 3.79655  0.77
53 H -4.12696 -4.15930 5.29389  0.13
54 H 4.66317 -0.35658 2.71139  0.07
55 H 4.70865 1.41676 -1.59618  0.13
56 N -0.50495 -0.93069 -0.74992  -0.12
57 C -4.55708 -3.76955 4.38233  -0.06
58 F -1.68417 -5.90398 -0.97222  -0.27
59 H -1.43312 -0.91354 -2.60832  0.11
60 C 0.74729 3.18543 -3.74238  0.00
61 H -7.54271 -3.61178 2.72944  0.13
62 C -1.38137 1.77023 0.42981  -0.64
63 H -2.25216 1.79094 -5.73782  0.12
64 H 2.23147 1.97881 3.37641  0.09
65 C -3.76693 -3.08923 3.48760  -0.58
66 S -2.72588 0.81674 1.06954  0.74
67 C -0.48786 -0.80703 -2.09418  -0.14
68 Cl -6.38433 -2.15909 0.57958  0.80
69 C -0.35133 2.78549 -5.83794  -0.03
70 H -0.37025 2.87087 -6.91646  0.12
71 F -1.02895 -3.64856 -2.43359  -0.30
72 C 4.36657 2.71515 0.09088  -0.06
73 C -5.71325 -2.77974 2.02148  -0.59
74 H 5.39043 2.68729 0.46074  0.08
75 H 3.69212 2.80301 0.94458  0.07
76 H -6.52558 -4.48774 4.80109  0.13

Cartesian forces, eV/Å:
C 0.00 -0.01 0.01
H -0.01 0.00 0.00
C -0.01 0.01 0.00
Sb -0.07 0.17 -0.22
H 0.00 0.02 0.00
H -0.08 -0.07 -0.06
C -0.02 0.02 0.04
C -0.01 0.03 0.03
C 0.00 -0.01 -0.01
C 0.04 0.07 -0.02
O -0.01 0.05 -0.04
H 0.00 -0.01 -0.01
C 0.01 -0.01 -0.02
F 0.10 -0.13 0.21
H -0.02 0.02 0.00
N -0.09 -0.11 0.02
C 0.00 0.00 -0.07
H 0.00 -0.01 0.01
C 0.00 0.01 0.00
C 0.06 0.01 0.02
C 0.02 -0.07 0.01
F -0.01 0.13 0.08
C 0.02 -0.02 -0.01
H 0.01 0.00 0.00
H 0.00 0.01 0.00
N -0.02 0.09 0.04
H -0.02 0.00 -0.01
F 0.00 -0.04 0.03
C -0.01 0.08 -0.01
H 0.00 0.00 0.00
H -0.01 -0.01 0.01
H 0.00 -0.01 0.01
H 0.02 0.00 0.02
C -0.04 0.06 0.12
C -0.01 0.02 0.05
N -0.06 0.03 0.07
H 0.03 0.04 0.01
C -0.02 -0.07 0.01
C 0.01 -0.01 0.01
C -0.02 0.00 -0.03
H 0.00 0.00 0.02
C 0.01 -0.01 -0.05
Re -0.21 0.37 -0.22
F 0.00 -0.03 0.04
N 0.07 -0.02 -0.08
H 0.00 0.00 -0.01
H 0.04 0.07 -0.03
O 0.01 -0.03 -0.09
H 0.00 -0.03 -0.03
H 0.00 0.00 0.00
H -0.03 0.02 -0.02
Cl -0.01 0.00 0.00
H -0.01 0.00 -0.01
H -0.01 0.00 0.01
H 0.00 0.01 0.00
N -0.02 0.00 0.10
C -0.01 0.00 0.02
F 0.00 -0.02 0.01
H 0.00 -0.01 -0.01
C -0.01 -0.01 0.03
H 0.00 0.00 0.00
C 0.06 -0.06 -0.02
H 0.01 0.00 0.01
H 0.00 -0.01 0.00
C 0.02 0.00 -0.04
S 0.20 -0.43 -0.05
C 0.02 -0.07 0.06
Cl 0.02 -0.01 -0.01
C 0.00 -0.01 -0.02
H 0.00 0.00 0.01
F 0.05 -0.03 0.09
C 0.00 0.01 0.00
C 0.01 0.02 0.01
H -0.02 0.00 0.01
H 0.02 0.01 0.00
H 0.00 0.00 0.00